Formula: C62H156N10O21
Source: OMol25
Level of theory: wB97M-V/def2-TZVPD

Geometry (Å):
C (-5.125, 3.009, -2.181)
O (-5.214, 1.818, -1.405)
C (-4.322, 0.852, -2.004)
C (-4.311, -0.328, -1.025)
N (-3.871, 0.115, 0.297)
C (-3.580, -0.956, 1.215)
C (-3.021, -0.446, 2.510)
O (-2.234, -1.314, 3.166)
C (-1.770, -0.754, 4.396)
H (-5.716, 3.745, -1.758)
H (-5.477, 2.864, -3.209)
H (-4.116, 3.367, -2.430)
H (-3.299, 1.285, -2.075)
H (-4.592, 0.569, -3.066)
H (-3.695, -1.175, -1.401)
H (-5.345, -0.739, -0.958)
H (-4.591, 0.667, 0.724)
H (-2.902, -1.695, 0.720)
H (-4.384, -1.607, 1.455)
H (-3.845, -0.076, 3.154)
H (-2.389, 0.437, 2.287)
H (-2.618, -0.476, 5.059)
H (-1.120, 0.042, 4.157)
H (-1.145, -1.591, 4.824)
C (4.963, 6.594, 0.180)
O (4.494, 5.653, -0.733)
C (3.888, 4.559, -0.073)
C (3.579, 3.540, -1.131)
N (4.812, 2.874, -1.538)
C (4.705, 1.669, -2.361)
C (4.300, 2.053, -3.771)
O (5.288, 2.953, -4.251)
C (4.951, 3.415, -5.539)
H (4.995, 7.574, -0.215)
H (5.957, 6.399, 0.514)
H (4.250, 6.612, 1.053)
H (3.056, 4.913, 0.539)
H (4.640, 4.153, 0.603)
H (3.035, 3.946, -2.078)
H (2.953, 2.737, -0.694)
H (5.490, 3.478, -1.959)
H (3.993, 0.994, -1.881)
H (5.697, 1.211, -2.392)
H (3.343, 2.434, -3.835)
H (4.277, 1.104, -4.436)
H (4.835, 2.580, -6.236)
H (5.791, 4.113, -5.765)
H (4.058, 4.077, -5.504)
C (-2.142, 0.453, -4.660)
O (-1.803, 0.605, -3.291)
C (-0.394, 0.695, -3.006)
C (-0.148, 2.016, -2.383)
N (-0.493, 3.134, -3.282)
C (0.519, 3.348, -4.287)
C (-0.026, 4.084, -5.523)
O (-1.053, 3.334, -6.204)
C (-1.538, 4.008, -7.405)
H (-1.762, -0.482, -5.000)
H (-1.698, 1.200, -5.335)
H (-3.212, 0.480, -4.760)
H (0.207, 0.434, -3.888)
H (-0.204, -0.081, -2.272)
H (0.890, 2.150, -2.092)
H (-0.770, 2.082, -1.475)
H (-1.320, 2.785, -3.662)
H (0.884, 2.359, -4.702)
H (1.352, 4.042, -3.928)
H (0.723, 4.479, -6.233)
H (-0.526, 5.030, -5.144)
H (-1.718, 5.024, -7.097)
H (-2.431, 3.474, -7.635)
H (-0.852, 3.958, -8.235)
C (-6.110, 6.152, 6.846)
O (-5.540, 4.853, 6.870)
C (-5.729, 4.228, 8.169)
C (-5.387, 2.760, 8.059)
N (-3.917, 2.581, 7.929)
C (-3.568, 1.125, 7.860)
C (-2.123, 1.001, 7.747)
O (-1.640, 1.569, 6.537)
C (-0.271, 1.748, 6.424)
H (-6.069, 6.545, 5.845)
H (-5.624, 6.801, 7.588)
H (-7.201, 6.231, 7.037)
H (-6.726, 4.457, 8.575)
H (-4.954, 4.773, 8.812)
H (-6.030, 2.406, 7.278)
H (-5.747, 2.308, 8.994)
H (-3.616, 3.007, 7.059)
H (-4.070, 0.643, 7.043)
H (-3.883, 0.717, 8.791)
H (-1.729, 0.005, 7.772)
H (-1.665, 1.559, 8.572)
H (0.146, 0.761, 6.594)
H (0.001, 2.508, 7.162)
H (-0.075, 2.103, 5.408)
C (7.689, -1.796, 1.899)
O (6.463, -1.123, 1.855)
C (6.308, -0.167, 0.803)
C (5.260, 0.788, 1.213)
N (5.499, 1.364, 2.515)
C (4.416, 2.150, 3.121)
C (3.092, 1.449, 3.290)
O (3.348, 0.271, 4.044)
C (2.216, -0.582, 4.122)
H (7.820, -2.264, 2.879)
H (8.579, -1.086, 1.874)
H (7.771, -2.432, 1.011)
H (5.900, -0.551, -0.164)
H (7.297, 0.263, 0.521)
H (4.257, 0.356, 1.086)
H (5.204, 1.655, 0.510)
H (5.711, 0.592, 3.109)
H (4.235, 3.029, 2.484)
H (4.775, 2.491, 4.110)
H (2.654, 1.195, 2.292)
H (2.370, 2.086, 3.862)
H (2.445, -1.533, 4.575)
H (1.700, -0.769, 3.144)
H (1.430, -0.068, 4.755)
C (0.798, -5.528, -0.609)
O (-0.331, -4.777, -1.078)
C (-0.920, -4.146, 0.051)
C (-0.070, -3.073, 0.727)
N (0.240, -2.023, -0.252)
C (1.075, -0.955, 0.261)
C (0.194, 0.232, 0.579)
O (1.012, 1.350, 0.655)
C (0.348, 2.446, 1.270)
H (1.757, -5.055, -0.625)
H (0.838, -6.348, -1.293)
H (0.507, -5.924, 0.351)
H (-1.080, -4.947, 0.805)
H (-1.787, -3.617, -0.330)
H (0.763, -3.637, 1.213)
H (-0.742, -2.689, 1.477)
H (0.634, -2.446, -1.057)
H (1.797, -0.656, -0.556)
H (1.751, -1.270, 0.992)
H (-0.315, 0.010, 1.543)
H (-0.590, 0.265, -0.186)
H (-0.117, 2.088, 2.235)
H (-0.455, 2.778, 0.624)
H (1.068, 3.212, 1.495)
C (4.438, -7.002, -3.770)
O (4.084, -6.069, -2.795)
C (4.634, -4.805, -2.906)
C (3.985, -3.761, -2.010)
N (4.299, -4.069, -0.612)
C (3.557, -3.210, 0.280)
C (3.725, -3.500, 1.775)
O (2.948, -4.702, 2.038)
C (2.323, -4.886, 3.270)
H (3.601, -7.647, -4.035)
H (5.326, -7.497, -3.369)
H (4.819, -6.544, -4.708)
H (4.580, -4.285, -3.885)
H (5.700, -4.810, -2.700)
H (2.914, -3.699, -2.282)
H (4.448, -2.796, -2.281)
H (4.188, -5.059, -0.415)
H (2.502, -3.208, 0.051)
H (3.833, -2.162, 0.180)
H (3.436, -2.694, 2.429)
H (4.775, -3.646, 1.962)
H (1.795, -5.817, 3.155)
H (1.666, -4.043, 3.456)
H (3.078, -4.819, 4.065)
C (-3.463, -8.479, -0.813)
O (-3.276, -7.090, -1.015)
C (-4.385, -6.545, -1.745)
C (-4.228, -5.086, -2.019)
N (-2.982, -4.775, -2.637)
C (-2.814, -3.327, -2.903)
C (-3.296, -2.994, -4.320)
O (-4.643, -3.365, -4.427)
C (-5.237, -3.306, -5.687)
H (-4.481, -8.657, -0.413)
H (-2.717, -8.778, -0.141)
H (-3.351, -8.894, -1.805)
H (-5.296, -6.662, -1.176)
H (-4.488, -7.086, -2.705)
H (-4.245, -4.466, -1.074)
H (-5.041, -4.725, -2.608)
H (-2.102, -5.128, -2.137)
H (-1.805, -2.889, -2.819)
H (-3.307, -2.733, -2.167)
H (-2.686, -3.573, -5.030)
H (-3.256, -1.941, -4.556)
H (-4.813, -2.471, -6.233)
H (-6.290, -3.161, -5.545)
H (-5.063, -4.249, -6.192)
C (2.788, -1.196, -3.763)
O (1.673, -1.899, -3.954)
C (1.429, -2.133, -5.337)
C (0.319, -3.129, -5.416)
N (0.792, -4.365, -4.906)
C (-0.187, -5.430, -5.127)
C (0.208, -6.878, -4.674)
O (-0.714, -7.863, -5.140)
C (-1.945, -7.860, -4.427)
H (3.638, -1.556, -4.287)
H (3.068, -1.140, -2.732)
H (2.636, -0.145, -4.061)
H (2.325, -2.733, -5.754)
H (1.310, -1.219, -5.870)
H (-0.024, -3.110, -6.444)
H (-0.478, -2.662, -4.854)
H (0.940, -4.330, -3.905)
H (-0.247, -5.526, -6.204)
H (-1.212, -5.219, -4.715)
H (0.330, -7.085, -3.585)
H (1.128, -7.183, -5.149)
H (-2.400, -8.789, -4.765)
H (-2.602, -6.966, -4.614)
H (-1.799, -7.841, -3.336)
C (-0.843, 5.648, 0.227)
O (-1.727, 5.022, 1.137)
C (-2.854, 4.470, 0.459)
C (-3.462, 3.228, 1.101)
N (-3.809, 3.307, 2.519)
C (-2.748, 3.148, 3.558)
C (-2.735, 4.393, 4.397)
O (-1.492, 4.395, 5.111)
C (-1.549, 5.229, 6.237)
H (-1.366, 6.436, -0.311)
H (-0.446, 4.846, -0.414)
H (-0.010, 5.957, 0.864)
H (-2.597, 4.192, -0.563)
H (-3.627, 5.218, 0.355)
H (-2.840, 2.358, 0.976)
H (-4.376, 2.978, 0.512)
H (-4.667, 2.876, 2.861)
H (-1.789, 3.046, 3.047)
H (-2.862, 2.175, 4.087)
H (-3.541, 4.298, 5.120)
H (-2.786, 5.218, 3.689)
H (-1.708, 6.299, 5.986)
H (-0.588, 5.000, 6.738)
H (-2.308, 4.913, 6.899)
C (2.322, 4.967, 4.819)
C (1.654, 4.840, 3.495)
O (1.165, 6.063, 2.954)
H (3.079, 5.778, 4.806)
H (2.835, 4.048, 5.162)
H (1.561, 5.155, 5.566)
H (0.810, 4.123, 3.557)
H (2.301, 4.357, 2.754)
H (0.198, 6.067, 2.967)

Output
HOMO level = -8.126 eV
gap between HOMO and LUMO = 8.630 eV
total energy = -124705.65173 eV
charge = 0
SMILES = COCCNCCOC.COCCNCCOC.COCCNCCOC.COCCNCCOC.COCCNCCOC.COCCNCCOC.COCCNCCOC.COCCNCCOC.COCCNCCOC.COCCNCCOC.CCO
ΔE to the lowest compared entry with this formula, charge and spin = 40.8 kcal/mol

Atom charges from the Löwdin analysis, given in e for atoms 1 to 2: number 1, C, carries -0.117; number 2, O, carries -0.193

Formula: C21H23ClGaN5O
Source: OMol25
Level of theory: wB97M-V/def2-TZVPD

Geometry (Å):
Ga (0.140, 0.368, 0.075)
Cl (4.483, -2.407, -4.860)
C (3.542, -1.478, -3.769)
C (3.837, -0.121, -3.569)
C (3.116, 0.622, -2.662)
C (2.070, 0.056, -1.930)
O (1.471, 0.836, -1.014)
C (1.707, -1.298, -2.186)
C (0.524, -1.890, -1.680)
N (-0.272, -1.341, -0.799)
C (-1.570, -1.774, -0.518)
C (-2.085, -3.039, -0.716)
C (-3.418, -3.321, -0.385)
C (-4.247, -2.350, 0.111)
C (-3.769, -1.035, 0.310)
C (-4.565, 0.027, 0.786)
C (-4.015, 1.284, 0.907)
C (-2.662, 1.474, 0.624)
N (-1.885, 0.488, 0.206)
C (-2.410, -0.752, 0.013)
C (2.478, -2.048, -3.106)
H (4.628, 0.342, -4.137)
H (3.359, 1.661, -2.500)
H (0.222, -2.832, -2.134)
H (-1.470, -3.832, -1.113)
H (-3.786, -4.325, -0.530)
H (-5.274, -2.576, 0.351)
H (-5.599, -0.149, 1.044)
H (-4.612, 2.126, 1.220)
H (-2.190, 2.444, 0.740)
H (2.215, -3.079, -3.291)
C (1.493, -1.238, 4.039)
N (1.903, 0.137, 3.837)
C (2.300, 0.811, 5.063)
C (1.620, 0.787, 2.697)
N (0.588, 0.346, 1.929)
N (2.325, 1.849, 2.316)
C (3.677, 2.113, 2.776)
C (1.893, 2.746, 1.268)
H (2.197, -1.704, 4.727)
H (1.523, -1.788, 3.099)
H (0.495, -1.316, 4.481)
H (1.576, 0.563, 5.842)
H (2.300, 1.887, 4.934)
H (3.284, 0.482, 5.398)
H (0.000, -0.303, 2.441)
H (4.104, 1.238, 3.256)
H (3.701, 2.963, 3.459)
H (4.289, 2.358, 1.908)
H (0.824, 2.627, 1.042)
H (2.462, 2.579, 0.349)
H (2.064, 3.773, 1.596)

Output
HOMO level = -13.840 eV
gap between HOMO and LUMO = 7.003 eV
total energy = -96535.50795 eV
charge = +2

Atom charges from the Löwdin analysis, given in e for atoms 1 to 2: number 1, Ga, carries 0.597; number 2, Cl, carries 0.749

Formula: C4H8O3
Source: OMol25
Level of theory: wB97M-V/def2-TZVPD

Geometry (Å):
C (-1.759, 0.602, -0.586)
C (-0.635, 0.142, -1.132)
C (-0.012, -1.176, -0.780)
O (1.374, -1.025, -0.418)
C (1.629, -0.861, 0.881)
O (0.809, -0.863, 1.766)
H (-2.212, 1.531, -0.923)
H (-2.265, 0.070, 0.217)
H (-0.132, 0.708, -1.915)
H (0.007, -1.824, -1.661)
H (-0.550, -1.672, 0.031)
H (2.711, -0.747, 1.028)
O (0.631, 1.987, 1.180)
H (-0.064, 1.872, 0.521)
H (0.468, 1.256, 1.792)

Output
HOMO level = -10.564 eV
gap between HOMO and LUMO = 11.442 eV
total energy = -10419.43832 eV
charge = 0
SMILES = C=CCOC=O.O
ΔE to the lowest compared entry with this formula, charge and spin = 36.1 kcal/mol

Atom charges from the Löwdin analysis, given in e for atoms 1 to 2: number 1, C, carries 0.012; number 2, C, carries -0.156

- Number 1 is which compound?
  C62H156N10O21

- Which of these has the lowest total energy?
  C62H156N10O21

- Which value of HOMO level does entry 1 give?
  -8.126 eV